1.
Density functional theory data (ωB97M-V/def2-TZVPD) for a cluster of 2 separate species, C9H22 in total.

Summary:
SMILES: CC(C)(C)C.CCCC
F_max, Eh/bohr: 0.008
E_LUMO, eV: 0.88
HOMO-LUMO gap, eV: 12.13
Net charge: 0

Cartesian coordinates (Å):
1 C 2.165 -0.892 -1.092
2 C 2.808 -0.215 1.228
3 C 2.461 1.527 -0.532
4 C 0.505 0.263 0.378
5 C 1.985 0.171 -0.005
6 H 3.227 -0.971 -1.379
7 H 1.578 -0.628 -1.988
8 H 1.826 -1.876 -0.727
9 H 3.877 -0.286 0.968
10 H 2.688 0.542 2.021
11 H 2.476 -1.191 1.620
12 H 1.877 1.819 -1.421
13 H 2.337 2.304 0.241
14 H 3.527 1.476 -0.813
15 H -0.102 0.541 -0.500
16 H 0.146 -0.708 0.761
17 H 0.358 1.025 1.162
18 C 2.429 3.541 3.932
19 C -1.400 3.563 3.162
20 C 0.954 3.153 4.028
21 C 0.076 3.951 3.066
22 H 3.038 2.949 4.636
23 H 2.555 4.610 4.170
24 H 2.801 3.362 2.909
25 H -1.772 3.742 4.185
26 H -1.526 2.494 2.924
27 H -2.008 4.155 2.458
28 H 0.841 2.075 3.803
29 H 0.595 3.321 5.061
30 H 0.189 5.029 3.291
31 H 0.435 3.783 2.033

These are the Löwdin partial charges, in e, on atoms 1 to 6: atom 1 (C): -0.076, atom 2 (C): -0.070, atom 3 (C): -0.071, atom 4 (C): -0.069, atom 5 (C): -0.695, atom 6 (H): 0.085

***

2.
Density functional theory data (ωB97M-V/def2-TZVPD) for a cluster of 16 separate species, C15H30Cl30F6P in total.

Summary:
F_max, Eh/bohr: 0.038
E_LUMO, eV: 1.85
HOMO-LUMO gap, eV: 10.11
Net charge: -1

Cartesian coordinates (Å):
1 P -0.423 0.159 -0.174
2 F 0.939 -0.782 -0.045
3 F -1.250 -0.892 0.654
4 F -0.021 0.972 1.210
5 F -1.729 1.144 -0.295
6 F 0.446 1.234 -1.035
7 F -0.808 -0.668 -1.563
8 C -1.576 -4.112 -5.373
9 Cl -3.170 -4.195 -6.161
10 Cl -1.826 -3.584 -3.666
11 H -1.121 -5.101 -5.323
12 H -0.955 -3.384 -5.895
13 C 2.306 1.363 5.894
14 Cl 2.434 1.855 4.133
15 Cl 0.684 1.704 6.554
16 H 2.377 0.276 5.866
17 H 3.098 1.796 6.504
18 C 3.660 6.154 0.644
19 Cl 2.106 5.329 1.177
20 Cl 3.340 7.609 -0.360
21 H 4.161 6.422 1.574
22 H 4.269 5.415 0.123
23 C -3.491 -0.532 2.796
24 Cl -4.008 -1.527 4.155
25 Cl -4.742 0.394 1.984
26 H -2.773 0.185 3.195
27 H -2.985 -1.087 2.005
28 C 0.670 -1.762 3.291
29 Cl 0.237 -1.175 4.943
30 Cl 1.170 -3.448 3.333
31 H -0.194 -1.700 2.629
32 H 1.481 -1.210 2.815
33 C -3.882 -2.281 -1.299
34 Cl -4.900 -2.757 0.089
35 Cl -4.678 -2.606 -2.892
36 H -3.677 -1.223 -1.137
37 H -2.926 -2.803 -1.273
38 C 5.358 -2.941 1.724
39 Cl 6.758 -1.970 2.295
40 Cl 3.946 -1.888 1.305
41 H 5.773 -3.427 0.840
42 H 5.085 -3.730 2.425
43 C 3.356 1.497 0.492
44 Cl 4.663 2.047 1.549
45 Cl 3.277 2.469 -0.993
46 H 3.579 0.475 0.188
47 H 2.406 1.590 1.018
48 C 1.372 -3.805 -0.723
49 Cl 2.232 -4.675 0.477
50 Cl 0.830 -4.985 -2.034
51 H 0.460 -3.359 -0.326
52 H 1.981 -3.023 -1.177
53 C 3.029 -0.614 -2.802
54 Cl 2.066 -1.948 -3.477
55 Cl 3.930 0.280 -4.069
56 H 2.280 0.054 -2.377
57 H 3.672 -1.013 -2.018
58 C -1.287 3.835 1.667
59 Cl -1.867 5.493 1.568
60 Cl -2.357 3.010 2.815
61 H -1.452 3.374 0.693
62 H -0.252 3.819 2.009
63 C -2.505 -4.377 2.572
64 Cl -2.030 -5.887 3.352
65 Cl -1.721 -4.457 0.951
66 H -3.581 -4.205 2.560
67 H -2.049 -3.548 3.113
68 C -1.269 0.116 -4.539
69 Cl 0.139 1.233 -4.628
70 Cl -2.465 0.632 -5.707
71 H -1.033 -0.922 -4.774
72 H -1.767 0.182 -3.572
73 C 0.036 4.432 -2.297
74 Cl 0.428 4.550 -4.001
75 Cl -0.504 5.972 -1.658
76 H -0.690 3.632 -2.147
77 H 0.962 4.190 -1.776
78 C -4.722 2.533 -1.422
79 Cl -3.589 3.877 -1.360
80 Cl -4.505 1.529 -2.835
81 H -4.473 1.857 -0.603
82 H -5.742 2.913 -1.375

These are the Löwdin partial charges, in e, on atoms 1 to 6: atom 1 (P): 0.244, atom 2 (F): -0.194, atom 3 (F): -0.149, atom 4 (F): -0.186, atom 5 (F): -0.182, atom 6 (F): -0.194

***

3.
Density functional theory data (ωB97M-V/def2-TZVPD) for an isolated molecule of C6H10BrNO2.

Summary:
SMILES: CC(=O)CC[C@@H]1O[C@H]1NBr
F_max, Eh/bohr: 0.090
E_LUMO, eV: 0.40
HOMO-LUMO gap, eV: 9.79
Net charge: 0

Cartesian coordinates (Å):
1 C 0.158 2.450 0.187
2 C -0.174 -1.226 0.039
3 C -1.023 -2.440 -0.049
4 C 1.618 2.891 0.072
5 C -0.192 1.280 -0.624
6 C -0.764 0.197 0.270
7 N -0.502 -3.970 0.023
8 O -0.580 3.021 0.958
9 O -0.436 -1.797 -1.224
10 Br -0.148 -4.660 1.722
11 H 0.803 -1.499 0.367
12 H -2.109 -2.245 0.119
13 H 1.836 3.791 0.677
14 H 1.895 3.085 -1.045
15 H 2.180 2.101 0.337
16 H 0.533 0.894 -1.288
17 H -0.884 1.458 -1.341
18 H -0.614 0.619 1.317
19 H -1.885 0.001 0.072
20 H 0.288 -3.953 -0.589

These are the Löwdin partial charges, in e, on atoms 1 to 6: atom 1 (C): -0.456, atom 2 (C): -0.284, atom 3 (C): -0.251, atom 4 (C): -0.003, atom 5 (C): -0.146, atom 6 (C): -0.094

***

4.
Density functional theory data (ωB97M-V/def2-TZVPD) for an isolated molecule of C20H15N3O4.

Summary:
SMILES: O=C(O)c1ccc(-n2ncc3c2/C(=C/c2cccc([N+](=O)[O-])c2)CC3)cc1
F_max, Eh/bohr: 0.099
E_LUMO, eV: -1.00
HOMO-LUMO gap, eV: 7.63
Net charge: 0

Cartesian coordinates (Å):
1 O 4.378 -2.600 4.343
2 O -6.176 -1.738 1.273
3 O -4.433 -1.244 2.517
4 N 3.344 2.193 -0.812
5 O 2.147 -2.741 4.664
6 C 3.236 -2.281 3.989
7 C 2.824 2.866 -1.809
8 C 1.224 1.467 -1.238
9 C 1.480 2.428 -2.061
10 C -0.687 -0.200 -0.788
11 C -0.102 0.843 -1.504
12 C -4.076 -0.945 -2.214
13 C 4.040 -0.996 1.964
14 C 1.753 -0.646 2.692
15 C -2.744 -0.686 -2.144
16 C 3.808 -0.090 0.918
17 C 1.546 0.221 1.625
18 C -4.839 -1.094 -1.032
19 C -2.885 -0.824 0.275
20 C 3.011 -1.306 2.880
21 C -2.127 -0.581 -0.888
22 C 2.573 0.455 0.687
23 C -4.275 -1.080 0.237
24 N 2.359 1.325 -0.406
25 N -4.993 -1.384 1.404
26 C 0.388 2.712 -3.077
27 C -0.720 1.738 -2.632
28 H 2.531 -3.340 5.365
29 H 3.308 3.678 -2.328
30 H -0.117 -0.700 -0.002
31 H -4.565 -1.041 -3.185
32 H 5.001 -1.463 2.113
33 H 0.946 -0.894 3.365
34 H -2.185 -0.590 -3.073
35 H 4.581 0.185 0.185
36 H 0.602 0.684 1.426
37 H -5.912 -1.232 -1.187
38 H -2.330 -0.858 1.234
39 H 0.651 2.553 -4.110
40 H 0.044 3.754 -2.984
41 H -1.069 1.142 -3.501
42 H -1.539 2.311 -2.183

These are the Löwdin partial charges, in e, on atoms 1 to 6: atom 1 (O): 0.069, atom 2 (O): 0.072, atom 3 (O): 0.062, atom 4 (N): 0.109, atom 5 (O): 0.087, atom 6 (C): -0.450

***

5.
Density functional theory data (ωB97M-V/def2-TZVPD) for a structure of composition C9H9NS2.

Summary:
F_max, Eh/bohr: 0.097
E_LUMO, eV: -0.91
HOMO-LUMO gap, eV: 7.52
Net charge: 0

Cartesian coordinates (Å):
1 C -1.656 1.486 -0.941
2 C 2.713 0.078 -0.291
3 C 2.012 -0.642 -1.231
4 C 2.187 0.259 1.003
5 C 0.738 -1.152 -0.982
6 C 0.869 -0.050 1.265
7 C 0.231 -0.793 0.262
8 C -1.974 1.888 0.254
9 C -1.024 -1.357 0.708
10 N -1.166 1.319 -2.076
11 S -1.624 -1.274 2.325
12 S -2.080 -2.129 -0.302
13 H 3.535 0.541 -0.582
14 H 2.468 -0.683 -2.233
15 H 2.745 0.806 1.700
16 H 0.129 -1.821 -1.585
17 H 0.234 0.468 1.978
18 H -1.221 1.835 0.994
19 H -2.995 2.403 0.369
20 H -2.928 -1.575 1.926
21 H -1.194 0.394 -2.563

These are the Löwdin partial charges, in e, on atoms 1 to 6: atom 1 (C): -0.288, atom 2 (C): -0.049, atom 3 (C): -0.062, atom 4 (C): -0.036, atom 5 (C): -0.052, atom 6 (C): -0.070

***

6.
Density functional theory data (ωB97M-V/def2-TZVPD) for a cluster of 12 separate species, C22H68F6NO10P in total.

Summary:
F_max, Eh/bohr: 0.031
E_LUMO, eV: -0.10
HOMO-LUMO gap, eV: 8.83
Net charge: 0

Cartesian coordinates (Å):
1 N -2.853 2.723 -2.028
2 H -2.117 2.988 -2.679
3 H -3.431 3.539 -1.831
4 H -2.479 2.394 -1.128
5 H -3.418 1.956 -2.447
6 P 0.670 0.319 -1.077
7 F 2.009 0.849 -1.827
8 F 0.372 -0.648 -2.346
9 F 1.609 -0.856 -0.422
10 F -0.596 -0.307 -0.291
11 F 0.983 1.287 0.177
12 F -0.309 1.459 -1.684
13 C -1.051 -3.333 -1.044
14 O -0.653 -4.680 -0.875
15 H -1.613 -2.921 -0.198
16 H -0.197 -2.690 -1.218
17 H -1.766 -3.261 -1.872
18 H -1.398 -5.185 -0.541
19 C 1.591 -4.026 1.555
20 C 0.363 -3.333 2.133
21 C -0.182 -4.109 3.345
22 O 0.701 -2.021 2.545
23 H 1.416 -5.087 1.354
24 H 2.398 -3.988 2.287
25 H 1.878 -3.618 0.584
26 H -0.494 -3.289 1.459
27 H -0.442 -5.102 2.977
28 H -1.022 -3.568 3.775
29 H 0.609 -4.246 4.085
30 H 0.926 -1.480 1.776
31 C -2.256 0.361 2.540
32 C -3.087 0.828 1.360
33 C -4.269 1.668 1.881
34 O -2.277 1.716 0.592
35 H -1.414 -0.253 2.222
36 H -2.875 -0.197 3.249
37 H -1.907 1.205 3.136
38 H -3.413 0.028 0.684
39 H -4.965 1.066 2.463
40 H -4.776 2.128 1.031
41 H -3.880 2.461 2.518
42 H -1.371 1.397 0.554
43 C 0.684 -0.217 -5.732
44 C -0.830 -0.062 -5.808
45 C -1.558 -1.391 -5.940
46 O -1.271 0.542 -4.579
47 H 1.181 0.754 -5.750
48 H 1.105 -0.810 -6.549
49 H 1.034 -0.720 -4.829
50 H -1.130 0.588 -6.632
51 H -1.276 -2.130 -5.189
52 H -1.357 -1.818 -6.927
53 H -2.625 -1.182 -5.832
54 H -0.745 0.199 -3.838
55 C -3.284 -1.216 -2.331
56 C -4.330 -0.487 -3.141
57 C -5.601 -0.274 -2.350
58 O -3.778 0.732 -3.655
59 H -3.726 -1.950 -1.657
60 H -2.740 -0.487 -1.718
61 H -2.529 -1.701 -2.947
62 H -4.536 -1.156 -3.989
63 H -5.461 0.396 -1.494
64 H -5.958 -1.230 -1.970
65 H -6.440 0.166 -2.892
66 H -3.052 0.524 -4.262
67 C 4.424 -1.087 2.403
68 C 5.784 -0.865 1.763
69 C 6.940 -0.924 2.730
70 O 6.020 -1.833 0.724
71 H 3.612 -1.074 1.682
72 H 4.287 -0.315 3.170
73 H 4.406 -1.988 3.023
74 H 5.766 0.089 1.215
75 H 6.916 -0.104 3.448
76 H 7.860 -0.902 2.145
77 H 6.948 -1.861 3.291
78 H 5.266 -1.757 0.090
79 C 1.440 1.264 6.205
80 C 0.788 0.496 5.073
81 C 0.973 1.219 3.737
82 O 1.363 -0.814 5.013
83 H 2.435 1.578 5.884
84 H 1.571 0.696 7.124
85 H 0.819 2.140 6.406
86 H -0.298 0.380 5.181
87 H 0.510 2.207 3.762
88 H 0.483 0.650 2.947
89 H 2.032 1.278 3.480
90 H 1.090 -1.144 4.135
91 C 0.664 4.546 -0.896
92 C -0.537 4.451 0.055
93 C -0.258 5.111 1.382
94 O -1.772 4.897 -0.503
95 H 1.403 3.779 -0.676
96 H 1.139 5.529 -0.811
97 H 0.352 4.472 -1.941
98 H -0.619 3.379 0.233
99 H -0.286 6.201 1.263
100 H 0.742 4.927 1.778
101 H -0.991 4.820 2.134
102 H -1.640 5.809 -0.791
103 O 4.054 -1.697 -1.178
104 H 3.259 -1.359 -0.716
105 H 3.856 -2.621 -1.373
106 O 4.251 0.612 -3.429
107 H 4.792 0.030 -2.885
108 H 3.366 0.536 -3.041

These are the Löwdin partial charges, in e, on atoms 1 to 6: atom 1 (N): 0.295, atom 2 (H): 0.133, atom 3 (H): 0.133, atom 4 (H): 0.071, atom 5 (H): 0.091, atom 6 (P): 0.225

***

7.
Density functional theory data (ωB97M-V/def2-TZVPD) for a cluster of 8 separate species, H16O8 in total.

Summary:
SMILES: O.O.O.O.O.O.O.O
F_max, Eh/bohr: 0.049
E_LUMO, eV: 0.09
HOMO-LUMO gap, eV: 10.99
Net charge: 0

Cartesian coordinates (Å):
1 O -1.986 2.222 -0.372
2 H -2.348 2.807 0.305
3 H -1.714 1.394 0.041
4 O -0.266 -1.200 -2.075
5 H -0.599 -0.453 -2.606
6 H 0.722 -1.250 -2.099
7 O 1.924 0.505 -1.607
8 H 2.862 0.439 -1.720
9 H 1.698 -0.306 -1.150
10 O -0.952 -0.079 0.540
11 H -0.002 -0.092 0.793
12 H -1.055 -0.548 -0.316
13 O 1.947 0.160 0.994
14 H 2.169 0.769 0.297
15 H 1.696 0.794 1.704
16 O 1.249 -2.685 2.543
17 H 1.907 -3.233 2.182
18 H 0.962 -2.177 1.761
19 O -0.808 -0.096 3.441
20 H -1.039 -0.170 2.449
21 H -0.766 -0.978 3.874
22 O -1.664 1.043 -3.014
23 H -1.848 1.686 -3.681
24 H -2.089 1.451 -2.286

These are the Löwdin partial charges, in e, on atoms 1 to 6: atom 1 (O): -0.066, atom 2 (H): 0.050, atom 3 (H): -0.019, atom 4 (O): -0.076, atom 5 (H): 0.015, atom 6 (H): 0.046

***

8.
Density functional theory data (ωB97M-V/def2-TZVPD) for a structure of composition C36H70AuClNO7SbSi4Te.

Summary:
F_max, Eh/bohr: 0.057
E_LUMO, eV: -2.59
HOMO-LUMO gap, eV: 4.00
Net charge: 0

Cartesian coordinates (Å):
1 Au 0.788 -0.546 0.462
2 O 2.476 -2.220 0.935
3 H 2.221 -3.113 0.680
4 H 2.868 -1.828 0.121
5 O 0.137 4.347 -1.593
6 Cl -0.640 3.143 -1.367
7 O -1.747 3.437 -0.451
8 O -2.058 0.715 -1.501
9 O 0.283 2.206 -0.577
10 C 4.208 3.775 -1.401
11 C 3.742 4.207 -0.023
12 C 2.700 5.300 -0.147
13 C 4.916 4.703 0.804
14 Sb 2.771 2.298 0.882
15 C 4.576 0.974 1.659
16 C 3.990 -0.056 2.605
17 C 5.115 0.309 0.408
18 C 5.673 1.745 2.368
19 C 1.678 3.121 2.759
20 C 0.421 3.811 2.270
21 C 2.559 4.094 3.524
22 C 1.295 1.956 3.655
23 H 4.677 4.615 -1.918
24 H 3.361 3.438 -1.995
25 H 4.937 2.969 -1.327
26 H 3.111 6.118 -0.741
27 H 2.432 5.714 0.822
28 H 1.806 4.947 -0.658
29 H 5.236 5.675 0.422
30 H 5.768 4.033 0.733
31 H 4.652 4.837 1.850
32 H 3.086 -0.506 2.199
33 H 3.773 0.383 3.577
34 H 4.716 -0.858 2.762
35 H 4.310 -0.112 -0.191
36 H 5.796 -0.502 0.677
37 H 5.668 1.017 -0.207
38 H 5.285 2.388 3.154
39 H 6.259 2.339 1.673
40 H 6.355 1.029 2.836
41 H 0.640 4.612 1.570
42 H -0.127 4.239 3.112
43 H -0.238 3.100 1.770
44 H 2.745 4.998 2.950
45 H 3.509 3.640 3.800
46 H 2.058 4.391 4.449
47 H 0.834 1.149 3.081
48 H 0.578 2.285 4.410
49 H 2.164 1.563 4.175
50 C 2.195 -5.080 -4.334
51 C 1.560 -4.549 -3.088
52 C 1.738 -5.223 -1.888
53 C 1.120 -4.785 -0.730
54 C 0.378 -3.621 -0.758
55 C 0.243 -2.897 -1.943
56 N -0.494 -1.712 -1.886
57 C -0.210 -0.522 -2.515
58 C -1.418 0.327 -2.744
59 C -1.155 1.482 -3.643
60 C 0.103 1.819 -4.021
61 C 1.215 1.073 -3.595
62 C 1.055 -0.101 -2.864
63 C 2.318 -0.830 -2.403
64 O 3.044 -1.381 -3.211
65 O 2.533 -0.730 -1.149
66 C 0.771 -3.395 -3.140
67 C 0.482 -2.753 -4.461
68 H 2.844 -5.921 -4.108
69 H 2.778 -4.308 -4.831
70 H 1.427 -5.419 -5.027
71 H 2.352 -6.111 -1.870
72 H 1.215 -5.348 0.191
73 H -0.075 -3.226 0.142
74 H -1.384 -1.757 -1.402
75 H -2.206 -0.303 -3.199
76 H -2.010 2.071 -3.934
77 H 0.265 2.682 -4.652
78 H 2.211 1.401 -3.840
79 H -0.356 -2.062 -4.398
80 H 0.248 -3.510 -5.210
81 H 1.354 -2.198 -4.808
82 C -2.628 -0.017 3.933
83 Si -2.826 -1.565 2.824
84 C -4.308 -2.594 3.449
85 C -1.217 -2.591 2.996
86 Si -3.253 -0.922 0.565
87 Te -1.372 0.798 0.365
88 Si -3.837 -2.864 -0.769
89 C -3.019 -4.458 -0.081
90 C -3.558 -2.885 -2.671
91 C -5.719 -3.077 -0.487
92 Si -5.016 0.719 0.362
93 C -4.455 2.378 1.119
94 C -6.582 0.151 1.324
95 C -5.508 0.954 -1.473
96 H -2.387 -0.268 4.962
97 H -3.540 0.571 3.948
98 H -1.833 0.622 3.554
99 H -4.268 -2.780 4.517
100 H -4.349 -3.557 2.953
101 H -5.244 -2.086 3.242
102 H -1.062 -2.953 4.008
103 H -0.345 -2.000 2.722
104 H -1.235 -3.459 2.345
105 H -1.964 -4.529 -0.324
106 H -3.500 -5.343 -0.487
107 H -3.114 -4.504 0.999
108 H -2.583 -3.281 -2.943
109 H -3.641 -1.891 -3.102
110 H -4.304 -3.502 -3.165
111 H -5.948 -3.018 0.571
112 H -6.083 -4.036 -0.846
113 H -6.290 -2.303 -0.987
114 H -4.078 2.246 2.131
115 H -5.267 3.100 1.169
116 H -3.659 2.823 0.527
117 H -6.420 0.174 2.396
118 H -6.871 -0.859 1.055
119 H -7.427 0.797 1.106
120 H -4.634 1.259 -2.039
121 H -6.269 1.721 -1.593
122 H -5.894 0.037 -1.911

These are the Löwdin partial charges, in e, on atoms 1 to 6: atom 1 (Au): 0.550, atom 2 (O): -0.112, atom 3 (H): 0.025, atom 4 (H): 0.021, atom 5 (O): -0.421, atom 6 (Cl): 0.830